Density functional theory data (ωB97M-V/def2-TZVPD) for a single C11H18N4O3 molecule.

The value obtained for the HOMO energy is -9.26 eV. As for the SMILES: CC(C)[C@H](NC(=O)[C@@H](N)Cc1c[nH]cn1)C(=O)O. As for the energy relative to the best compared isomer or geometry (same formula, charge and spin): 76.4 kcal per mole.

Geometry as ORCA input:
```
! RIJCOSX wB97M-V def2-TZVPD def2/J DEFGRID3
* xyz 0 1
C -1.750 -3.427 0.519
C -0.653 -2.525 -0.256
C 0.794 -2.614 0.482
C -1.061 -1.122 -0.438
N 0.018 -0.443 -1.185
C -0.284 0.555 -2.059
O -1.310 0.628 -2.788
C 0.683 1.830 -1.982
N 0.284 2.677 -3.002
C 0.378 2.468 -0.662
C 1.118 1.998 0.673
C 1.482 2.677 1.730
N 1.834 1.792 2.720
C 1.757 0.621 2.107
N 1.359 0.620 0.878
C -1.483 -0.327 0.920
O -1.233 -0.615 2.040
O -2.352 0.715 0.571
H -2.834 -3.325 0.126
H -1.672 -3.400 1.543
H -1.479 -4.449 0.153
H -0.578 -2.878 -1.382
H 1.322 -3.660 0.475
H 0.586 -2.282 1.530
H 1.484 -2.032 -0.107
H -1.910 -1.018 -1.203
H 0.747 -0.201 -0.513
H 1.680 1.437 -1.948
H 0.911 2.450 -3.768
H -0.534 2.079 -3.412
H -0.750 2.333 -0.431
H 0.748 3.410 -0.667
H 1.668 3.705 1.771
H 2.163 1.978 3.627
H 1.781 -0.309 2.608
H -2.914 0.654 1.329
*
```

***

Density functional theory data (ωB97M-V/def2-TZVPD) for a gas-phase ion, C11H18NO2S (charge +1).

The value obtained for the HOMO energy is -12.05 eV. As for the SMILES: C=[N+](C)S(=O)(=O)C1=C(C)C[C@H](C)C=C1C. As for the energy relative to the best compared isomer or geometry (same formula, charge and spin): 22.4 kcal per mole.

Geometry as ORCA input:
```
! RIJCOSX wB97M-V def2-TZVPD def2/J DEFGRID3
* xyz 1 1
C -3.387 1.094 -2.158
N -2.581 1.078 -1.200
C -2.465 2.099 -0.256
S -1.904 -0.669 -0.838
O -1.883 -1.186 -2.177
O -2.951 -1.080 0.003
C -0.151 -0.497 0.040
C 0.818 0.106 -0.659
C 0.805 0.765 -1.990
C 2.154 0.189 -0.101
C 2.146 0.120 1.429
C 3.549 -0.058 1.998
C 1.251 -1.040 1.899
C 0.115 -1.321 1.215
C -0.693 -2.641 1.291
H -3.426 0.204 -2.690
H -3.964 2.037 -2.544
H -1.411 2.433 -0.015
H -3.210 2.036 0.546
H -2.757 2.987 -0.832
H 1.563 1.614 -2.165
H -0.249 0.960 -2.418
H 1.062 -0.029 -2.624
H 2.786 -0.704 -0.368
H 2.585 1.045 -0.437
H 1.767 1.121 1.787
H 3.356 0.055 3.046
H 4.307 0.639 1.710
H 3.947 -1.004 1.881
H 1.579 -1.786 2.705
H -1.734 -2.315 1.487
H -0.439 -3.173 2.223
H -0.584 -3.079 0.212
*
```

***

Density functional theory data (ωB97M-V/def2-TZVPD) for 2 unconnected molecules or ions with the total composition C11H18O.

The value obtained for the HOMO energy is -8.31 eV. As for the SMILES: CCc1ccc(O)cc1.CCC. As for the energy relative to the best compared isomer or geometry (same formula, charge and spin): 27.8 kcal per mole.

Geometry as ORCA input:
```
! RIJCOSX wB97M-V def2-TZVPD def2/J DEFGRID3
* xyz 0 1
C 0.431 1.883 -1.084
C -0.239 0.756 -0.245
C -0.064 0.858 1.245
C -1.150 0.783 2.112
C -0.919 0.763 3.486
C 0.354 1.100 3.926
O 0.619 1.342 5.251
C 1.460 1.252 3.114
C 1.232 1.002 1.750
H -0.111 2.194 -1.996
H 1.391 1.617 -1.446
H 0.396 2.670 -0.349
H -1.307 0.582 -0.503
H 0.121 -0.234 -0.519
H -2.171 0.778 1.757
H -1.703 0.592 4.207
H -0.155 1.330 5.826
H 2.403 1.625 3.502
H 2.026 0.762 1.068
C -0.875 -3.026 -2.226
C -0.584 -1.869 -3.159
C 0.756 -1.111 -3.075
H -1.895 -3.417 -2.389
H -0.173 -3.848 -2.276
H -0.970 -2.684 -1.216
H -1.372 -1.113 -2.991
H -0.766 -2.108 -4.216
H 0.734 -0.510 -4.008
H 1.666 -1.682 -3.183
H 0.866 -0.285 -2.365
*
```